A molecular structure, C23H15CoF5N3O2S at a distorted geometry. Source: the Open Molecules 2025 dataset; level of theory: ωB97M-V/def2-TZVPD.

ORCA input file:
```
! RIJCOSX wB97M-V def2-TZVPD def2/J DEFGRID3
* xyz 0 1
Co -0.008 -0.071 0.187
F 6.108 2.816 0.087
C 4.795 2.632 -0.043
C 4.303 1.415 -0.466
F 5.144 0.422 -0.762
C 2.940 1.243 -0.582
F 2.511 0.038 -0.995
C 2.022 2.239 -0.289
S 0.274 2.001 -0.453
C 2.554 3.451 0.123
F 1.749 4.475 0.415
C 3.917 3.655 0.249
F 4.392 4.834 0.657
N -1.830 0.120 -0.057
C -2.819 0.132 0.952
C -4.134 0.447 0.605
C -5.149 0.461 1.543
C -4.867 0.171 2.872
C -3.566 -0.135 3.218
C -2.531 -0.184 2.277
C -1.131 -0.408 2.735
C -0.856 -1.003 3.970
C 0.427 -1.012 4.507
C 1.477 -0.407 3.828
C 1.243 0.122 2.564
C -0.028 0.061 2.035
H -2.109 0.690 -0.846
H -2.119 -1.237 -0.539
H -4.350 0.683 -0.433
H -6.158 0.711 1.237
H -5.639 0.215 3.628
H -3.332 -0.307 4.261
H -1.664 -1.465 4.523
H 0.600 -1.478 5.469
H 2.472 -0.374 4.255
H 2.056 0.560 1.995
C 2.288 -4.732 0.985
N 1.074 -4.117 0.438
C 0.019 -4.850 0.009
C -1.106 -4.284 -0.462
C -1.146 -2.859 -0.470
O -2.229 -2.259 -0.836
N -0.105 -2.127 -0.100
C 1.045 -2.722 0.382
O 2.009 -2.071 0.734
H 2.185 -5.812 0.920
H 2.422 -4.431 2.021
H 3.157 -4.404 0.421
H 0.138 -5.924 0.073
H -1.954 -4.861 -0.795
*
```

LUMO energy (spin up / spin down)   -0.385 / -0.339 eV
Gap between HOMO and LUMO (spin up / spin down)   7.464 / 7.470 eV

---

2 unconnected molecules or ions with the total composition C2H4OS at a distorted geometry. Source: the Open Molecules 2025 dataset; level of theory: ωB97M-V/def2-TZVPD.

ORCA input file:
```
! RIJCOSX wB97M-V def2-TZVPD def2/J DEFGRID3
* xyz 0 1
C -0.450 0.813 -0.482
C -0.203 0.118 0.761
O 1.387 -1.305 -0.276
S -1.641 -0.389 0.077
H -0.678 1.873 -0.633
H 0.027 0.601 -1.446
H 0.115 0.313 1.740
H 1.443 -2.025 0.260
*
```

LUMO energy (spin up / spin down)   -0.955 / -0.955 eV
Gap between HOMO and LUMO (spin up / spin down)   7.922 / 7.924 eV

---

2 unconnected molecules or ions with the total composition C3H13N2O at a distorted geometry. Source: the Open Molecules 2025 dataset; level of theory: ωB97M-V/def2-TZVPD.

ORCA input file:
```
! RIJCOSX wB97M-V def2-TZVPD def2/J DEFGRID3
* xyz 1 1
N -1.023 1.460 -0.273
C 0.170 0.766 0.259
C 0.689 -0.174 -0.831
N -0.473 -0.635 -1.610
C -1.141 -1.742 -0.991
H -1.289 0.821 -1.097
H -0.882 2.400 -0.629
H -1.763 1.542 0.409
H -0.073 0.207 1.155
H 0.946 1.467 0.552
H 1.224 -1.041 -0.440
H 1.451 0.333 -1.426
H -0.292 -0.824 -2.573
H -1.446 -1.635 0.055
H -2.064 -2.005 -1.511
H -0.532 -2.663 -0.990
H 2.509 -0.116 3.200
H 2.001 1.179 3.775
O 1.988 0.659 2.966
*
```

LUMO energy   -3.118 eV
Gap between HOMO and LUMO   10.765 eV

---

C5H11NO in the gas phase at a distorted geometry. Source: the Open Molecules 2025 dataset; level of theory: ωB97M-V/def2-TZVPD.

ORCA input file:
```
! RIJCOSX wB97M-V def2-TZVPD def2/J DEFGRID3
* xyz 0 1
C -2.323 0.614 0.100
C -0.897 0.897 0.521
C -0.287 0.245 1.708
N 0.073 -0.188 0.369
C 1.442 0.024 -0.094
C 1.785 -0.924 -1.262
O 0.682 -1.462 -1.872
H -2.423 0.663 -0.991
H -3.022 1.340 0.537
H -2.626 -0.386 0.429
H -0.540 1.906 0.301
H -0.860 -0.467 2.303
H 0.468 0.799 2.265
H 1.749 1.090 -0.156
H 2.151 -0.717 0.358
H 2.501 -0.494 -1.963
H 2.462 -1.803 -0.672
H -0.010 -1.414 -1.181
*
```

LUMO energy   1.104 eV
Gap between HOMO and LUMO   10.475 eV

---

A molecular structure, C19H40ClFN2O2Si at a distorted geometry. Source: the Open Molecules 2025 dataset; level of theory: ωB97M-V/def2-TZVPD.

ORCA input file:
```
! RIJCOSX wB97M-V def2-TZVPD def2/J DEFGRID3
* xyz 2 1
C -5.317 -2.185 0.827
C -3.978 -2.843 1.124
C -3.112 -2.181 2.186
C -1.831 -2.890 2.457
O -1.178 -3.278 0.786
C -0.203 -2.532 0.467
C -0.319 -1.067 0.316
O 1.009 -3.035 0.440
Si 2.580 -2.331 0.669
C 3.001 -1.209 -0.735
C 2.906 -1.598 2.351
C 3.573 -3.964 0.725
C 3.894 -4.380 -0.709
C 2.719 -5.034 1.420
C 4.849 -3.726 1.531
H -5.876 -2.817 0.135
H -5.932 -2.050 1.718
H -5.184 -1.211 0.350
H -4.138 -3.887 1.418
H -3.400 -2.875 0.198
H -2.898 -1.144 1.900
H -3.663 -2.129 3.131
H -0.995 -2.288 2.810
H -1.894 -3.913 2.819
H -0.503 -0.820 -0.751
H -1.162 -0.757 0.965
H 4.066 -0.947 -0.663
H 2.815 -1.672 -1.712
H 2.442 -0.264 -0.696
H 3.990 -1.502 2.523
H 2.513 -0.578 2.433
H 2.478 -2.205 3.159
H 4.540 -3.653 -1.216
H 4.419 -5.344 -0.688
H 2.985 -4.508 -1.310
H 2.451 -4.741 2.444
H 1.796 -5.244 0.867
H 3.296 -5.966 1.487
H 4.624 -3.442 2.565
H 5.442 -4.648 1.572
H 5.473 -2.937 1.095
Cl -4.496 6.558 3.981
C -5.396 5.428 2.926
N -4.571 4.283 2.455
C -3.364 4.722 1.601
C -2.629 3.496 1.109
N -3.334 2.256 1.554
F 0.825 -0.443 0.766
C -4.719 2.240 1.048
C -5.479 3.431 1.582
C -3.294 2.235 3.042
C -4.063 3.407 3.611
H -6.240 5.026 3.500
H -5.739 5.985 2.045
H -3.779 5.315 0.778
H -2.754 5.356 2.251
H -2.570 3.494 0.015
H -1.613 3.473 1.520
H -4.695 2.273 -0.047
H -5.202 1.307 1.362
H -6.319 3.135 2.218
H -5.829 4.089 0.780
H -3.711 1.283 3.391
H -2.239 2.290 3.346
H -3.442 4.057 4.236
H -4.952 3.086 4.167
*
```

LUMO energy   -6.623 eV
Gap between HOMO and LUMO   7.108 eV

---

2 unconnected molecules or ions with the total composition C3H11NO3. Source: the Open Molecules 2025 dataset; level of theory: ωB97M-V/def2-TZVPD.

ORCA input file:
```
! RIJCOSX wB97M-V def2-TZVPD def2/J DEFGRID3
* xyz 0 1
O -2.110 -1.750 0.486
C -0.739 -1.565 0.155
C -0.480 -0.285 -0.646
N 0.563 0.580 -0.090
C 0.028 1.708 0.603
O -0.989 1.286 1.551
H -2.412 -0.908 0.844
H -0.160 -1.530 1.085
H -0.386 -2.448 -0.373
H -0.185 -0.515 -1.667
H -1.419 0.272 -0.715
H 1.219 0.098 0.511
H 0.814 2.168 1.190
H -0.434 2.388 -0.124
H -1.531 2.059 1.791
O 3.327 -0.069 -1.871
H 2.552 0.493 -1.740
H 2.966 -0.970 -1.833
*
```

LUMO energy   0.620 eV
Gap between HOMO and LUMO   10.274 eV

---

A molecular structure, C12H12NO at a distorted geometry. Source: the Open Molecules 2025 dataset; level of theory: ωB97M-V/def2-TZVPD.

ORCA input file:
```
! RIJCOSX wB97M-V def2-TZVPD def2/J DEFGRID3
* xyz 1 1
C -2.394 -1.938 0.117
C -2.805 -0.585 0.120
C -1.087 -2.353 -0.142
C -1.788 0.424 0.038
C -0.499 -0.024 0.052
C -0.059 -1.326 -0.246
C 0.445 1.297 0.181
C -1.827 1.988 -0.167
C -0.442 2.129 -0.684
C 3.385 -0.620 -0.131
C 2.543 0.577 0.477
C 2.170 -1.419 0.194
N 1.698 1.029 -0.330
O 1.220 -1.587 -0.635
H -3.163 -2.611 0.531
H -3.923 -0.390 0.106
H -0.936 -3.409 -0.387
H 0.323 1.605 1.208
H -2.672 2.205 -0.836
H -2.045 2.332 0.895
H -0.110 3.167 -0.426
H -0.240 1.946 -1.799
H 3.360 -0.467 -1.225
H 4.374 -0.810 0.321
H 2.620 0.547 1.580
H 1.850 -1.707 1.188
*
```

LUMO energy   -5.899 eV
Gap between HOMO and LUMO   6.943 eV

---

C2H10N3OP in the gas phase at a distorted geometry. Source: the Open Molecules 2025 dataset; level of theory: ωB97M-V/def2-TZVPD.

ORCA input file:
```
! RIJCOSX wB97M-V def2-TZVPD def2/J DEFGRID3
* xyz 0 1
C 1.242 0.250 -2.070
N 0.946 -0.528 -0.952
P -0.523 0.426 0.133
N -1.961 0.211 -0.761
O -0.219 1.826 0.096
N -0.680 -0.489 1.549
C 0.396 -0.369 2.625
H 1.616 1.158 -1.671
H 2.160 -0.153 -2.608
H 0.422 0.452 -2.717
H 0.390 -1.352 -1.273
H -2.662 0.947 -0.682
H -1.860 -0.115 -1.716
H -1.110 -1.488 1.468
H 1.266 -1.098 2.541
H 0.800 0.611 2.519
H -0.222 -0.287 3.520
*
```

LUMO energy   0.803 eV
Gap between HOMO and LUMO   9.915 eV